# 1
{"formula": "C17H18ClNO", "method": "ωB97M-V with the def2-TZVPD basis set", "smiles": "CN(C)[C@H](Cl)[C@@H](C(=O)c1ccccc1)c1ccccc1", "largest_force_ev_per_a": 1.447, "homo_ev": -8.5, "de_lowest_kcal_mol": 38.6, "homo_lumo_gap_ha": 0.327, "symbols": ["C", "N", "C", "C", "Cl", "H", "H", "H", "H", "H", "H", "H", "C", "C", "C", "C", "C", "C", "C", "C", "C", "C", "C", "C", "O", "C", "C", "H", "H", "H", "H", "H", "H", "H", "H", "H", "H", "H"], "positions_angstrom": [[-2.08, -0.71, -1.65], [-0.77, -1.22, -1.32], [-0.53, -2.59, -1.75], [0.28, -0.23, -1.46], [1.84, -0.99, -1.89], [-2.75, -1.57, -1.79], [-2.49, -0.08, -0.85], [-2.06, -0.14, -2.59], [-1.51, -3.08, -1.80], [-0.06, -2.62, -2.75], [0.09, -3.12, -1.02], [0.06, 0.41, -2.34], [3.65, 3.33, -1.10], [3.93, 2.06, -0.58], [2.88, 1.24, -0.16], [1.55, 1.63, -0.35], [0.39, 0.64, -0.23], [0.51, -0.32, 0.97], [-0.73, -0.74, 1.69], [-0.72, -1.99, 2.33], [-1.86, -2.45, 2.98], [-3.02, -1.65, 3.01], [-3.01, -0.37, 2.43], [-1.86, 0.09, 1.78], [1.58, -0.79, 1.33], [1.28, 2.94, -0.76], [2.33, 3.79, -1.13], [4.47, 3.96, -1.45], [4.94, 1.68, -0.50], [3.09, 0.27, 0.29], [-0.53, 1.23, -0.18], [0.20, -2.58, 2.31], [-1.84, -3.43, 3.47], [-3.91, -2.02, 3.51], [-3.89, 0.26, 2.47], [-1.81, 1.10, 1.37], [0.23, 3.27, -0.82], [2.10, 4.80, -1.46]]}

# 2
{"formula": "C18H21N3O4S", "method": "ωB97M-V with the def2-TZVPD basis set", "smiles": "CSc1ccccc1OCc1cc(C(=O)N[C@H]2CCCCNC2=O)no1", "largest_force_ev_per_a": 1.079, "homo_ev": -8.0, "de_lowest_kcal_mol": 50.7, "homo_lumo_gap_ha": 0.319, "symbols": ["C", "H", "H", "H", "S", "C", "C", "C", "C", "C", "C", "O", "C", "C", "C", "C", "N", "O", "C", "O", "N", "H", "C", "C", "O", "N", "H", "C", "H", "C", "C", "C", "H", "H", "H", "H", "H", "H", "H", "H", "H", "H", "H", "H", "H", "H", "H"], "positions_angstrom": [[-1.61, 1.29, -1.86], [-0.77, 0.82, -2.37], [-1.93, 2.16, -2.43], [-1.33, 1.56, -0.85], [-2.92, 0.03, -1.81], [-4.04, 0.71, -0.62], [-4.14, 2.06, -0.32], [-5.04, 2.49, 0.63], [-5.86, 1.59, 1.28], [-5.78, 0.24, 0.98], [-4.87, -0.20, 0.04], [-4.78, -1.55, -0.29], [-4.12, -2.34, 0.68], [-2.68, -1.97, 0.77], [-1.55, -2.47, 0.19], [-0.54, -1.55, 0.56], [-1.05, -0.59, 1.30], [-2.36, -0.84, 1.44], [0.89, -1.59, 0.18], [1.39, -2.53, -0.42], [1.57, -0.48, 0.51], [1.13, 0.24, 1.09], [2.98, -0.33, 0.28], [3.51, 0.68, 1.29], [2.76, 1.35, 1.97], [4.84, 0.79, 1.38], [5.17, 1.51, 2.01], [5.83, 0.11, 0.58], [6.81, 0.36, 0.99], [5.77, 0.50, -0.90], [4.65, -0.20, -1.66], [3.25, 0.14, -1.16], [2.53, -0.36, -1.81], [3.08, 1.22, -1.23], [4.72, 0.07, -2.71], [4.80, -1.29, -1.59], [6.73, 0.24, -1.36], [5.65, 1.58, -0.97], [5.70, -0.98, 0.67], [3.45, -1.32, 0.42], [-1.44, -3.34, -0.41], [-4.22, -3.37, 0.34], [-4.60, -2.22, 1.67], [-6.41, -0.48, 1.48], [-6.57, 1.93, 2.02], [-5.10, 3.55, 0.86], [-3.51, 2.78, -0.83]]}

# 3
{"formula": "C21H21N3O4", "method": "ωB97M-V with the def2-TZVPD basis set", "largest_force_ev_per_a": 17.599, "homo_ev": -7.7, "de_lowest_kcal_mol": 433.5, "homo_lumo_gap_ha": 0.287, "symbols": ["C", "H", "H", "H", "C", "N", "C", "C", "C", "C", "C", "C", "C", "C", "C", "C", "C", "C", "H", "H", "H", "H", "H", "N", "C", "O", "C", "H", "H", "O", "C", "O", "C", "N", "C", "O", "C", "H", "C", "H", "H", "H", "H", "H", "H", "H", "H", "H", "H"], "positions_angstrom": [[0.12, -2.31, 3.24], [-0.06, -2.73, 4.08], [-0.52, -1.33, 3.07], [1.24, -2.01, 3.08], [-0.04, -3.08, 1.94], [0.09, -2.58, 0.83], [-0.78, -1.75, 0.31], [-2.04, -1.32, 0.33], [-2.70, -0.49, -0.49], [-2.16, 0.05, -1.60], [-1.03, -0.60, -2.04], [-0.19, -1.42, -1.23], [1.25, -1.75, -1.18], [2.04, -1.85, -2.08], [3.37, -2.50, -1.88], [3.39, -3.33, -0.48], [2.43, -3.24, 0.40], [1.21, -2.67, 0.12], [2.37, -3.91, 1.06], [4.24, -3.87, -0.34], [4.19, -2.50, -2.53], [1.97, -1.39, -2.85], [-0.58, -0.18, -2.91], [-2.99, 0.77, -2.32], [-3.33, 2.04, -2.48], [-4.10, 2.79, -3.00], [-2.74, 2.84, -0.79], [-3.53, 2.25, -0.15], [-3.01, 3.75, -0.79], [-1.50, 2.49, -0.60], [-0.71, 3.43, -0.56], [-0.88, 4.63, -0.47], [0.75, 3.00, -0.39], [1.03, 1.65, -0.02], [1.25, 1.35, 1.28], [1.04, 0.16, 1.67], [1.52, 2.71, 1.77], [2.20, 2.58, 2.76], [1.52, 3.64, 0.78], [1.03, 4.47, 1.06], [2.52, 3.93, 0.66], [0.51, 2.70, 2.78], [0.63, 0.82, -0.61], [1.37, 3.26, -1.25], [-3.09, 0.40, -3.45], [-3.79, 0.06, -0.18], [-2.56, -1.50, 1.43], [0.34, -3.97, 2.09], [-1.32, -3.48, 1.92]]}

# 4
{"formula": "CH4N4O", "method": "ωB97M-V with the def2-TZVPD basis set", "smiles": "[H]/N=N\\NC(N)=O", "largest_force_ev_per_a": 3.253, "homo_ev": -9.5, "de_lowest_kcal_mol": 28.8, "homo_lumo_gap_ha": 0.368, "symbols": ["N", "C", "N", "N", "N", "O", "H", "H", "H", "H"], "positions_angstrom": [[0.44, -0.31, -0.66], [-0.28, 0.15, 0.40], [-1.11, -1.09, 0.61], [1.42, 0.34, -1.39], [1.76, 1.48, -1.11], [-0.30, 1.19, 1.00], [-0.14, -1.35, -0.60], [-2.10, -0.87, 0.52], [-0.97, -1.46, 1.55], [1.27, 1.92, -0.32]]}

# 5
{"formula": "C6H10", "method": "ωB97M-V with the def2-TZVPD basis set", "smiles": "C#CCC(C)C", "largest_force_ev_per_a": 2.111, "homo_ev": -9.9, "de_lowest_kcal_mol": 40.7, "homo_lumo_gap_ha": 0.405, "symbols": ["C", "C", "C", "C", "C", "C", "H", "H", "H", "H", "H", "H", "H", "H", "H", "H"], "positions_angstrom": [[1.49, 0.64, -1.11], [0.29, -0.01, -0.43], [0.50, -1.40, 0.09], [-0.44, 0.93, 0.54], [-1.77, 0.46, 0.93], [-2.83, -0.08, 1.13], [2.24, 1.03, -0.43], [2.07, 0.00, -1.74], [1.28, 1.54, -1.69], [-0.47, -0.23, -1.20], [0.98, -2.01, -0.70], [1.12, -1.43, 1.01], [-0.39, -1.96, 0.45], [-0.53, 1.97, 0.17], [0.19, 1.04, 1.49], [-3.75, -0.49, 1.50]]}

# 6
{"formula": "C34H67IN8OPS", "method": "ωB97M-V with the def2-TZVPD basis set", "largest_force_ev_per_a": 4.486, "homo_ev": -3.6, "total_charge": -1, "homo_lumo_gap_ha": 0.216, "symbols": ["C", "C", "S", "C", "P", "O", "I", "C", "C", "C", "N", "H", "H", "H", "H", "H", "H", "H", "H", "H", "H", "H", "H", "H", "H", "H", "H", "H", "H", "C", "C", "C", "C", "N", "H", "H", "H", "H", "H", "H", "H", "C", "C", "C", "C", "N", "H", "H", "H", "H", "H", "H", "H", "C", "C", "C", "C", "N", "H", "H", "H", "H", "H", "H", "H", "C", "C", "C", "C", "N", "H", "H", "H", "H", "H", "H", "H", "C", "C", "C", "C", "N", "H", "H", "H", "H", "H", "H", "H", "C", "C", "C", "C", "N", "H", "H", "H", "H", "H", "H", "H", "C", "C", "C", "C", "N", "H", "H", "H", "H", "H", "H", "H"], "positions_angstrom": [[0.34, -5.05, -3.40], [1.73, -4.35, -3.65], [1.58, -2.56, -3.82], [0.96, -1.94, -2.18], [2.13, -0.89, -1.08], [3.06, -0.41, -2.47], [3.63, 0.73, 0.39], [3.33, -2.32, -0.72], [3.06, -3.11, 0.58], [1.77, -3.96, 0.57], [0.66, -3.28, 1.26], [0.35, -5.52, -2.41], [-0.41, -4.26, -3.41], [0.20, -5.80, -4.18], [2.22, -4.76, -4.54], [2.37, -4.62, -2.81], [0.12, -1.28, -2.44], [0.51, -2.80, -1.65], [1.32, 0.27, -1.32], [1.36, -1.14, 0.10], [3.98, -0.67, -2.37], [4.33, -1.87, -0.59], [3.44, -3.05, -1.53], [3.12, -2.47, 1.46], [3.89, -3.83, 0.68], [2.00, -4.86, 1.17], [1.49, -4.31, -0.42], [0.67, -3.51, 2.24], [-0.23, -3.55, 0.86], [-1.10, -4.41, -8.71], [-1.24, -2.89, -8.72], [0.05, -2.18, -8.29], [0.42, -2.57, -6.93], [0.73, -2.84, -5.85], [-0.89, -4.79, -7.71], [-2.03, -4.88, -9.04], [-0.30, -4.74, -9.37], [-2.06, -2.60, -8.06], [-1.51, -2.57, -9.72], [-0.10, -1.10, -8.33], [0.87, -2.43, -8.97], [-0.78, 4.09, -2.38], [-0.02, 2.82, -2.75], [-0.66, 2.05, -3.91], [-2.02, 1.64, -3.57], [-3.09, 1.31, -3.31], [-1.79, 3.87, -2.04], [-0.27, 4.61, -1.56], [-0.84, 4.77, -3.23], [0.03, 2.17, -1.87], [1.00, 3.08, -3.01], [-0.07, 1.16, -4.14], [-0.69, 2.68, -4.81], [5.19, 4.51, 1.76], [4.80, 5.93, 1.36], [3.35, 6.28, 1.71], [2.40, 5.41, 1.00], [1.67, 4.73, 0.45], [4.60, 3.76, 1.22], [6.23, 4.32, 1.52], [5.05, 4.35, 2.83], [4.96, 6.06, 0.29], [5.46, 6.63, 1.88], [3.14, 7.31, 1.42], [3.18, 6.19, 2.78], [-4.81, 0.74, -0.75], [-4.64, -0.40, 0.25], [-5.97, -0.85, 0.87], [-6.60, 0.25, 1.60], [-7.10, 1.11, 2.17], [-5.21, 1.64, -0.26], [-3.85, 1.00, -1.18], [-5.48, 0.46, -1.56], [-3.96, -0.09, 1.04], [-4.19, -1.25, -0.26], [-5.81, -1.68, 1.56], [-6.66, -1.19, 0.09], [1.93, -0.15, 5.21], [1.68, 0.33, 3.78], [0.19, 0.39, 3.44], [-0.44, -0.93, 3.57], [-0.93, -1.96, 3.70], [1.56, -1.17, 5.35], [3.00, -0.16, 5.43], [1.44, 0.50, 5.94], [2.19, -0.34, 3.09], [2.11, 1.32, 3.65], [0.05, 0.74, 2.42], [-0.33, 1.08, 4.11], [-7.59, 4.47, 1.08], [-6.89, 5.83, 1.18], [-5.82, 6.01, 0.10], [-4.77, 4.99, 0.24], [-3.96, 4.19, 0.34], [-6.90, 3.65, 1.24], [-8.37, 4.39, 1.84], [-8.06, 4.35, 0.10], [-6.45, 5.93, 2.17], [-7.64, 6.62, 1.08], [-5.35, 7.00, 0.20], [-6.25, 5.95, -0.89], [4.83, -3.40, 7.02], [3.73, -4.02, 7.89], [2.44, -3.19, 7.90], [2.70, -1.85, 8.44], [2.90, -0.80, 8.85], [5.13, -2.42, 7.40], [5.71, -4.03, 7.02], [4.49, -3.28, 5.99], [4.10, -4.13, 8.91], [3.51, -5.02, 7.51], [1.69, -3.68, 8.51], [2.04, -3.09, 6.89]]}

# 7
{"formula": "C3HF5O3S", "method": "ωB97M-V with the def2-TZVPD basis set", "smiles": "O=CO[S@@](=O)(F)=C(F)C(F)(F)F", "largest_force_ev_per_a": 3.505, "homo_ev": -10.0, "de_lowest_kcal_mol": 59.5, "homo_lumo_gap_ha": 0.361, "symbols": ["C", "C", "C", "O", "O", "O", "F", "F", "F", "F", "F", "S", "H"], "positions_angstrom": [[-2.37, 0.12, 0.18], [0.31, 0.62, 0.13], [1.82, 0.78, -0.07], [-2.06, 1.10, 0.80], [0.35, -1.93, 1.30], [-1.61, -1.04, 0.12], [-0.39, 1.01, -0.97], [2.42, 0.15, 0.96], [2.19, 2.08, 0.08], [2.47, 0.36, -1.13], [0.12, -1.87, -1.20], [-0.07, -1.09, 0.20], [-3.17, -0.26, -0.41]]}

# 8
{"formula": "C13H3Cl7O3Ru", "method": "ωB97M-V with the def2-TZVPD basis set", "largest_force_ev_per_a": 0.435, "homo_ev": [-15.1, -15.4], "total_charge": 2, "homo_lumo_gap_ha": [0.280, 0.211], "spin_multiplicity": 5, "symbols": ["Ru", "Cl", "C", "C", "Cl", "C", "Cl", "C", "O", "C", "Cl", "C", "Cl", "Cl", "C", "C", "C", "Cl", "C", "O", "C", "C", "O", "C", "H", "H", "H"], "positions_angstrom": [[-0.89, -0.26, 0.26], [-0.60, 2.64, 6.71], [-0.42, 2.26, 5.10], [-1.16, 1.16, 4.55], [-2.22, 0.27, 5.53], [-1.00, 0.85, 3.23], [-1.92, -0.46, 2.50], [-0.13, 1.59, 2.37], [0.04, 1.29, 1.15], [0.60, 2.70, 2.95], [1.63, 3.55, 1.92], [0.46, 3.02, 4.28], [1.32, 4.31, 4.95], [1.31, -3.26, -5.98], [0.92, -2.26, -4.68], [1.38, -0.94, -4.65], [1.06, -0.12, -3.58], [1.58, 1.47, -3.52], [0.26, -0.62, -2.47], [-0.01, 0.16, -1.52], [-0.20, -1.99, -2.55], [-1.05, -2.58, -1.54], [-1.45, -2.06, -0.49], [0.12, -2.77, -3.63], [1.98, -0.55, -5.46], [-1.38, -3.61, -1.72], [-0.23, -3.79, -3.70]]}

# 9
{"formula": "C6H8Si", "method": "ωB97M-V with the def2-TZVPD basis set", "smiles": "C#C[Si](C)(C)C#C", "largest_force_ev_per_a": 3.313, "homo_ev": -10.2, "de_lowest_kcal_mol": 45.1, "homo_lumo_gap_ha": 0.401, "symbols": ["C", "C", "C", "C", "C", "C", "Si", "H", "H", "H", "H", "H", "H", "H", "H"], "positions_angstrom": [[-2.81, 0.04, 1.26], [1.48, -1.58, 2.09], [-1.73, 0.08, 0.73], [1.04, -0.92, 1.21], [0.55, 1.86, -0.16], [0.15, -0.93, -1.77], [-0.03, -0.03, -0.12], [-3.81, 0.33, 1.37], [2.15, -2.17, 2.61], [0.75, 2.05, -1.28], [-0.19, 2.67, 0.05], [1.49, 2.07, 0.29], [0.93, -1.79, -1.56], [-0.69, -1.41, -2.33], [0.71, -0.29, -2.40]]}

# 10
{"formula": "C3H9CoO3", "method": "ωB97M-V with the def2-TZVPD basis set", "largest_force_ev_per_a": 4.220, "homo_ev": [-10.9, -15.9], "de_lowest_kcal_mol": 0.0, "total_charge": 1, "homo_lumo_gap_ha": [0.277, 0.277], "spin_multiplicity": 6, "symbols": ["Co", "O", "H", "C", "O", "C", "C", "H", "H", "H", "H", "H", "H", "H", "O", "H"], "positions_angstrom": [[-0.17, 2.18, -5.07], [-1.96, 0.32, -4.75], [-2.43, 0.46, -3.93], [1.25, 4.84, -4.34], [1.32, 3.44, -4.58], [2.32, 2.76, -3.83], [2.34, 1.31, -4.29], [0.34, 5.21, -4.81], [1.22, 5.04, -3.26], [2.13, 5.34, -4.78], [2.05, 2.82, -2.76], [3.29, 3.25, -3.98], [2.98, 0.75, -3.59], [2.84, 1.27, -5.28], [1.05, 0.80, -4.34], [-0.95, 0.14, -4.45]]}

# 11
{"formula": "C5H8N2", "method": "ωB97M-V with the def2-TZVPD basis set", "largest_force_ev_per_a": 1.172, "homo_ev": -7.8, "de_lowest_kcal_mol": 149.0, "homo_lumo_gap_ha": 0.313, "symbols": ["C", "C", "C", "N", "C", "C", "N", "H", "H", "H", "H", "H", "H", "H", "H"], "positions_angstrom": [[0.65, -1.28, 0.69], [-0.89, -1.12, -0.53], [-1.71, -0.12, 0.16], [-0.30, 0.15, 0.41], [0.24, 1.29, -0.32], [1.71, 1.26, -0.41], [2.86, 1.29, -0.50], [0.16, -1.83, 1.50], [1.47, -0.68, 1.11], [1.09, -1.98, -0.02], [-0.64, -0.81, -1.55], [-2.16, 0.67, -0.44], [-2.30, -0.38, 1.04], [-0.15, 1.35, -1.35], [-0.03, 2.21, 0.21]]}

# 12
{"formula": "C16H29N2O3PReS", "method": "ωB97M-V with the def2-TZVPD basis set", "largest_force_ev_per_a": 8.245, "homo_ev": [-22.8, -22.7], "total_charge": 4, "homo_lumo_gap_ha": [0.318, 0.167], "spin_multiplicity": 4, "symbols": ["Re", "C", "O", "C", "O", "C", "O", "C", "P", "H", "H", "C", "H", "C", "H", "H", "H", "C", "H", "C", "H", "H", "C", "H", "H", "H", "C", "H", "H", "H", "C", "H", "H", "H", "C", "H", "H", "H", "H", "H", "C", "N", "C", "C", "N", "C", "S", "H", "H", "H", "H", "H", "H"], "positions_angstrom": [[0.48, 0.05, -0.32], [1.62, -1.57, -0.47], [2.29, -2.54, -0.52], [-0.38, -0.75, 1.20], [-0.93, -1.23, 2.11], [-0.65, 1.67, -0.14], [-1.34, 2.61, 0.05], [-1.26, -2.72, -1.90], [-1.09, -0.87, -1.79], [-1.25, -0.54, -4.15], [-0.22, -3.07, -2.01], [-2.86, -0.34, -2.08], [-3.21, -1.03, -2.88], [-2.08, -3.21, -3.10], [-1.80, -2.76, -4.05], [-3.16, -3.06, -2.93], [-1.92, -4.30, -3.19], [-1.82, -3.37, -0.63], [-2.88, -3.11, -0.48], [0.10, 0.99, -3.48], [-1.27, -3.09, 0.27], [-1.77, -4.46, -0.75], [0.71, -1.44, -3.90], [0.37, 1.42, -2.50], [1.04, 0.99, -4.06], [-0.64, 1.65, -3.92], [-0.39, -0.46, -3.46], [1.30, -0.95, -4.68], [0.34, -2.37, -4.34], [1.40, -1.70, -3.09], [-3.06, 1.08, -2.61], [-2.66, 1.85, -1.93], [-4.14, 1.25, -2.71], [-2.63, 1.23, -3.61], [-3.78, -0.54, -0.87], [-3.39, -0.05, 0.04], [-3.97, -1.59, -0.65], [-4.76, -0.08, -1.09], [2.06, 0.41, -2.05], [2.08, 0.71, -1.31], [3.71, 1.58, 3.53], [2.27, 1.56, 3.75], [1.57, 1.69, 4.94], [0.24, 1.66, 4.64], [0.16, 1.51, 3.26], [1.40, 1.43, 2.72], [1.99, 1.28, 1.11], [4.04, 0.66, 3.03], [3.99, 2.43, 2.88], [4.23, 1.69, 4.49], [2.08, 1.84, 5.89], [-0.61, 1.71, 5.27], [-0.71, 1.52, 2.75]]}